26
Properties=species:S:1:pos:R:3:forces:R:3:lowdin_charge:R:1 method="wB97M-V/def2-TZVPD" energy_ev=-14565.2000 gap_ev="6.89 / 6.98" charge=+1 e_above_lowest_ev=0.000 multiplicity=3
C 0.188 -2.516 -0.162 -0.43 -10.27 -0.54 -0.2365
C -0.965 -0.551 0.283 1.82 -0.70 -2.45 -0.4334
C 0.654 -0.318 -0.238 -2.01 -0.46 1.95 -0.3999
C -2.067 1.670 -0.312 0.65 -1.68 -0.41 -0.0092
C 2.451 1.228 0.146 0.20 1.31 1.86 -0.0718
C -2.000 0.123 -0.618 2.00 1.14 -0.20 -0.0851
C 1.463 0.329 0.880 0.85 0.74 -1.09 -0.1108
N -0.978 -2.022 0.155 -5.07 2.50 0.84 0.2158
N 1.134 -1.676 -0.334 6.28 3.68 -0.97 0.1867
O -1.146 -0.320 1.570 0.87 -0.80 2.40 0.1049
O 0.607 0.245 -1.483 -2.52 -0.96 0.42 0.0965
H 0.238 -3.613 -0.288 0.46 1.05 -0.13 0.1434
H -1.276 2.247 -0.737 0.88 -0.05 -0.61 0.0728
H -1.863 1.714 0.739 -0.66 0.98 0.69 0.0564
H -2.947 2.193 -0.637 -0.74 -0.29 0.30 0.0868
H 3.097 0.785 -0.530 1.42 -1.34 -1.27 0.0614
H 3.079 1.745 0.864 0.19 0.02 0.13 0.0989
H 1.967 2.031 -0.402 -0.43 0.07 0.11 0.0951
H -1.619 -0.149 -1.602 -0.94 0.32 -0.31 0.1242
H -2.882 -0.366 -0.312 -1.51 -0.43 -0.27 0.1112
H 0.875 1.041 1.394 -1.08 0.39 0.84 0.1048
H 1.870 -0.378 1.654 -0.28 0.57 -1.10 0.1597
H -1.810 -2.640 0.326 1.17 1.10 0.05 0.2201
H 2.204 -1.919 -0.343 -2.72 0.59 0.04 0.2516
H -1.657 0.452 1.711 -0.93 1.20 0.44 0.0888
H 1.384 0.665 -1.723 2.53 1.35 -0.71 0.0676


119
Properties=species:S:1:pos:R:3:forces:R:3:lowdin_charge:R:1 method="wB97M-V/def2-TZVPD" energy_ev=-72364.3408 gap_ev=4.12 charge=+2 e_above_lowest_ev=0.000
N 10.115 12.390 -3.682 -0.17 -0.49 1.84 -0.5101
O 11.191 11.800 -3.884 0.02 0.24 -0.25 -0.0248
O 9.802 12.667 -2.488 -0.21 0.21 -1.18 -0.0365
O 9.347 12.655 -4.630 -1.47 -0.40 2.99 -0.1177
C 11.350 8.156 -1.621 0.44 2.75 2.83 -0.4806
O 9.962 8.200 -1.211 -0.77 -1.01 -0.10 -0.0795
O 12.042 8.568 -0.534 0.37 -1.01 -1.19 -0.1989
C 11.681 6.830 -2.292 0.66 -0.86 0.29 -0.5448
F 10.751 6.483 -3.197 -0.53 0.09 -0.49 0.1232
F 12.832 6.976 -3.004 0.14 0.03 0.08 0.1026
F 11.843 5.742 -1.519 -0.03 0.72 0.11 0.1510
C 8.932 8.392 -2.124 -0.57 1.66 -0.19 -0.3070
C 7.811 9.183 -1.433 -0.19 -0.52 -0.22 -0.0791
H 7.257 8.472 -0.817 0.02 0.47 0.51 0.0778
H 8.172 10.067 -0.909 0.18 -0.30 0.35 0.0573
H 7.104 9.561 -2.172 -0.14 -0.09 -0.31 0.0472
H 8.437 7.514 -2.551 0.56 -0.37 -0.02 0.1117
H 9.245 9.060 -2.940 0.43 -0.32 -0.34 0.1041
H 11.480 8.957 -2.365 -0.35 -0.30 -1.11 0.1095
C -0.716 9.631 -5.341 -0.18 0.40 1.91 -0.0803
O 0.633 9.324 -5.681 -0.40 0.83 -0.51 -0.1767
C 1.625 10.029 -4.952 -0.44 -0.43 -0.46 -0.2136
C 2.862 9.870 -5.760 1.89 -0.06 0.64 -0.1015
N 2.970 10.844 -6.935 -0.26 -1.38 -0.44 0.0928
H 2.079 10.707 -7.420 0.11 -0.19 -0.42 0.1779
H 2.921 11.831 -6.695 0.54 -0.02 0.52 0.1729
C 4.132 10.514 -7.882 -1.14 -1.25 -0.62 -0.0715
C 5.501 10.990 -7.434 -0.32 1.24 0.23 -0.1911
O 5.621 10.996 -6.037 -1.07 -0.09 0.71 -0.2294
C 6.942 10.921 -5.527 1.07 -0.08 -0.35 -0.0609
H -0.835 9.544 -4.253 0.02 -0.54 0.05 0.0926
H -1.434 8.957 -5.795 0.37 -0.06 -0.39 0.0992
H -1.020 10.677 -5.449 0.35 0.09 -0.93 0.0883
H 1.785 9.568 -3.975 -0.05 0.11 0.13 0.1471
H 1.435 11.101 -4.817 -0.51 0.02 0.11 0.1298
H 2.948 8.841 -6.108 -0.37 0.21 -0.67 0.1520
H 3.781 9.970 -5.181 -0.16 0.51 0.07 0.1278
H 3.836 10.845 -8.880 0.32 0.93 0.18 0.1393
H 4.055 9.446 -8.103 0.16 -0.23 0.94 0.1396
H 5.512 12.039 -7.755 0.73 -0.02 -0.28 0.1325
H 6.300 10.409 -7.896 -0.13 0.04 -0.27 0.1455
H 7.597 11.694 -5.938 -0.09 -0.12 -0.37 0.0761
H 7.334 9.924 -5.735 0.25 0.08 0.01 0.1106
H 7.018 11.102 -4.458 -0.75 -0.17 0.14 0.0822
C 12.609 15.445 0.524 1.44 0.11 0.48 -0.0908
O 12.478 14.037 0.636 -1.51 0.80 -0.80 -0.1887
C 11.397 13.575 -0.170 0.26 -2.47 0.45 -0.2033
C 11.294 12.062 0.164 0.10 -0.45 -0.80 -0.0684
N 12.674 11.454 0.071 0.81 0.22 1.02 0.0761
H 13.213 12.023 0.730 0.68 0.26 -0.58 0.1572
H 12.758 10.514 0.470 -1.00 -0.57 -0.41 0.1583
C 13.273 11.341 -1.317 -1.69 0.37 -0.33 -0.0875
C 14.058 12.541 -1.774 1.01 0.16 1.67 -0.2032
O 15.032 12.770 -0.761 0.28 0.61 -0.50 -0.2066
C 15.993 13.825 -1.034 0.49 -1.87 0.62 -0.0627
H 12.798 15.779 -0.500 -0.20 -0.20 -0.16 0.0899
H 13.521 15.649 1.088 -0.10 0.32 0.00 0.0947
H 11.807 16.046 0.957 -0.31 -0.39 0.02 0.0922
H 11.583 13.605 -1.244 0.12 0.62 0.02 0.0881
H 10.413 14.000 0.029 0.15 0.46 0.22 0.1310
H 10.709 11.496 -0.559 -0.23 0.30 -0.04 0.1093
H 10.869 11.868 1.147 0.38 0.06 0.16 0.1382
H 12.371 11.276 -1.929 0.24 -0.26 -0.33 0.0987
H 13.807 10.401 -1.425 0.05 0.01 0.46 0.1367
H 13.480 13.469 -1.791 -0.23 -0.23 -0.86 0.1098
H 14.578 12.256 -2.694 -0.39 0.33 -0.34 0.1262
H 16.929 13.271 -1.134 0.29 0.33 0.10 0.0875
H 16.044 14.415 -0.125 -0.02 0.47 -0.28 0.0872
H 15.913 14.381 -1.968 -0.81 0.16 0.14 0.0832
C 6.178 12.615 -0.977 -2.16 -0.32 1.17 -0.0519
O 5.372 12.961 -2.129 2.14 0.71 -0.72 -0.1946
C 6.195 13.770 -2.988 -0.67 -0.14 -1.11 -0.1890
C 5.303 14.050 -4.192 -0.74 0.29 -0.80 -0.0762
N 3.989 14.650 -3.713 1.13 -0.03 0.28 0.0532
H 3.312 14.551 -4.462 -0.31 0.18 0.19 0.1731
H 3.752 14.021 -2.937 -0.50 0.15 0.15 0.1542
C 4.026 16.063 -3.190 -1.15 -0.11 -0.01 -0.0691
C 2.610 16.468 -2.778 0.75 0.79 -1.20 -0.2484
O 2.069 15.432 -2.035 -0.62 0.16 0.33 -0.1622
C 0.777 15.761 -1.550 -1.55 0.30 0.03 -0.0815
H 5.540 11.875 -0.489 0.48 -0.32 0.07 0.0997
H 6.137 13.456 -0.282 0.62 0.19 -0.15 0.0968
H 7.176 12.218 -1.148 -0.04 0.21 -0.52 0.0785
H 7.112 13.296 -3.352 -0.05 -0.43 0.18 0.1070
H 6.549 14.695 -2.527 -0.29 0.09 0.32 0.1330
H 4.975 13.159 -4.735 0.30 -0.53 0.60 0.1108
H 5.645 14.656 -5.032 0.64 0.48 0.59 0.1411
H 4.334 16.751 -3.975 0.46 -0.21 0.02 0.1436
H 4.652 16.099 -2.303 0.31 -0.17 -0.24 0.1409
H 1.996 16.737 -3.650 -0.10 -0.58 -0.23 0.1341
H 2.733 17.470 -2.343 -0.20 -0.33 0.96 0.1442
H 0.221 14.901 -1.180 0.85 -0.27 0.54 0.0969
H 0.042 16.093 -2.297 0.71 0.21 -0.73 0.0950
H 0.790 16.581 -0.832 0.32 -0.26 0.32 0.1020
C 10.378 12.579 -6.718 0.05 -0.27 0.75 -0.1169
O 11.395 13.313 -7.371 0.37 0.94 -0.36 -0.1581
C 12.148 14.025 -6.414 2.14 -1.38 0.00 -0.1843
C 13.266 13.106 -5.818 -0.75 0.07 0.20 -0.0842
N 14.253 12.612 -6.880 -0.81 1.15 -0.12 0.0707
H 14.202 13.355 -7.578 0.49 0.05 -0.10 0.1644
H 15.167 12.656 -6.436 0.24 -0.45 -0.37 0.1715
C 13.925 11.328 -7.656 0.41 1.53 -0.12 -0.0572
C 14.035 10.153 -6.709 -1.44 0.17 -1.37 -0.1907
O 12.781 10.125 -6.065 0.38 0.50 1.30 -0.1939
C 12.737 9.204 -4.986 -0.05 -2.16 -0.15 -0.0953
H 9.699 11.993 -7.333 0.23 0.43 -0.92 0.0925
H 9.819 13.235 -6.044 0.43 0.18 -1.66 0.0545
H 10.790 11.841 -6.016 0.32 0.21 -0.49 0.0677
H 11.694 14.471 -5.527 -0.98 -0.32 -0.19 0.1336
H 12.701 14.857 -6.856 -0.34 0.08 -0.66 0.1261
H 12.874 12.235 -5.298 -0.11 0.08 -0.10 0.0894
H 13.812 13.730 -5.110 0.33 -0.15 -0.04 0.1276
H 14.571 11.338 -8.535 0.59 -0.34 0.41 0.1376
H 12.978 11.638 -8.099 -0.54 -0.99 0.51 0.1316
H 14.926 10.334 -6.101 -0.14 -0.39 0.51 0.1375
H 14.130 9.228 -7.284 0.48 -0.08 0.06 0.1410
H 13.430 9.300 -4.147 0.26 0.82 -0.25 0.0937
H 12.947 8.210 -5.399 0.22 -0.07 0.01 0.0955
H 11.756 9.048 -4.540 -0.24 0.89 -0.36 0.0747


27
Properties=species:S:1:pos:R:3:forces:R:3:lowdin_charge:R:1 method="wB97M-V/def2-TZVPD" smiles=Cc1ccc(O)cc1.CCC energy_ev=-12676.8071 gap_ev=9.28 charge=0 e_above_lowest_ev=0.918
C 0.366 3.144 -2.335 0.65 0.58 -0.26 -0.0653
C -0.286 2.395 -1.210 0.34 -0.47 -0.23 -0.2912
C -1.159 1.329 -1.432 0.37 0.38 -0.01 -0.0371
C -1.751 0.664 -0.371 0.66 -1.08 -0.12 -0.0261
C -1.372 0.957 0.925 0.01 0.69 0.50 -0.3416
O -1.888 0.213 1.947 -0.28 -0.14 -0.16 0.0430
C -0.485 2.000 1.179 -0.67 0.64 -0.60 -0.0230
C 0.054 2.700 0.100 0.12 -0.42 0.38 -0.0513
H 0.384 2.688 -3.329 -0.49 -0.28 0.28 0.0766
H 1.421 3.330 -2.125 0.04 -0.05 0.22 0.0736
H -0.064 4.142 -2.439 -0.18 -0.04 -0.09 0.0791
H -1.244 0.977 -2.454 -0.49 0.04 0.09 0.1133
H -2.297 -0.258 -0.520 -0.34 0.17 -0.14 0.1161
H -1.573 0.564 2.783 0.06 0.02 0.08 0.1008
H -0.404 2.437 2.169 0.48 -0.50 0.16 0.1130
H 0.857 3.396 0.311 -0.25 0.41 -0.10 0.1123
C 0.358 -3.880 1.080 0.10 -0.51 -0.22 -0.1286
C 0.352 -2.426 0.651 0.17 0.50 0.54 -0.3305
C 1.711 -1.976 0.132 0.04 -0.11 -0.69 -0.1237
H 0.731 -4.530 0.278 -0.03 0.11 0.03 0.0702
H -0.617 -4.277 1.362 -0.10 0.22 0.03 0.0657
H 1.025 -4.029 1.933 0.00 0.06 -0.02 0.0712
H -0.430 -2.177 -0.065 -0.02 -0.30 -0.23 0.0917
H 0.114 -1.806 1.518 -0.10 0.01 0.08 0.0894
H 2.489 -2.036 0.894 -0.03 -0.06 0.03 0.0710
H 2.022 -2.585 -0.729 0.01 -0.07 0.25 0.0718
H 1.687 -0.957 -0.252 -0.08 0.19 0.19 0.0594


149
Properties=species:S:1:pos:R:3:forces:R:3:lowdin_charge:R:1 method="wB97M-V/def2-TZVPD" energy_ev=-199488.1850 gap_ev=9.94 charge=0
C 0.185 0.945 -4.767 -0.29 -1.01 0.29 -0.2383
C 1.186 1.939 -4.169 -1.26 1.21 -0.65 -0.2020
C 1.960 2.636 -5.306 0.61 0.00 0.37 -0.2172
S 1.711 1.649 -6.776 -1.25 -0.14 -0.41 0.6926
O 2.939 1.307 -7.455 -0.24 -0.14 0.35 -0.3350
O 0.631 2.277 -7.529 0.76 -0.33 0.34 -0.3304
C 0.919 0.245 -5.887 0.62 0.61 -0.16 -0.2116
H -0.794 1.268 -5.119 0.37 0.96 -0.10 0.1028
H -0.121 0.236 -3.991 0.32 -0.19 -0.01 0.0863
H 1.861 1.456 -3.467 0.02 -0.06 -0.05 0.1114
H 0.621 2.720 -3.665 0.18 -0.15 0.41 0.0892
H 3.006 2.750 -5.030 0.10 -0.28 -0.32 0.0991
H 1.624 3.631 -5.592 -0.39 -0.08 0.20 0.1087
H 1.748 -0.296 -5.445 0.24 -0.53 -0.15 0.0840
H 0.306 -0.342 -6.565 0.16 -0.01 -0.10 0.1098
C 0.093 -5.947 1.196 0.12 -0.10 0.46 -0.1988
C 1.196 -6.574 0.307 -0.61 0.34 -1.12 -0.1921
C 2.494 -5.791 0.447 0.23 0.35 0.57 -0.2161
S 2.047 -4.119 0.907 -0.47 0.06 0.81 0.6810
O 2.297 -3.172 -0.161 -0.10 -0.26 -0.16 -0.3318
O 2.559 -3.821 2.223 -0.14 0.07 -0.17 -0.3081
C 0.269 -4.441 1.043 0.11 0.20 -0.94 -0.2166
H 0.106 -6.274 2.238 0.40 0.06 0.03 0.1146
H -0.894 -6.226 0.828 0.04 -0.06 -0.10 0.1122
H 0.827 -6.450 -0.718 0.10 0.06 -0.05 0.0973
H 1.322 -7.651 0.391 0.10 0.04 0.49 0.1177
H 3.132 -5.612 -0.416 -0.05 -0.66 -0.13 0.0914
H 3.070 -6.141 1.302 0.26 0.01 -0.17 0.1104
H -0.132 -4.192 0.056 0.04 0.27 0.04 0.0938
H -0.141 -3.744 1.770 -0.02 -0.25 0.22 0.1007
C 5.420 -0.702 1.113 0.27 0.14 -0.45 -0.1910
C 5.004 -1.040 -0.316 -1.69 -0.30 -0.82 -0.2350
C 5.907 -2.128 -0.827 1.53 -0.37 0.26 -0.2188
S 6.158 -3.266 0.580 -0.89 1.24 0.53 0.7188
O 7.565 -3.575 0.673 -0.37 -0.15 0.12 -0.3258
O 5.147 -4.308 0.564 0.62 -0.19 -0.39 -0.3408
C 5.544 -2.052 1.837 -0.31 0.09 -0.09 -0.1847
H 4.639 -0.076 1.541 0.31 -0.16 0.19 0.0896
H 6.357 -0.140 1.116 0.09 -0.09 0.09 0.1202
H 4.895 -0.246 -1.062 0.70 0.44 0.40 0.1217
H 3.957 -1.367 -0.270 0.20 -0.50 0.19 0.0819
H 6.897 -1.691 -1.002 0.07 -0.04 0.27 0.1037
H 5.754 -2.710 -1.735 -0.85 0.00 0.14 0.0918
H 6.079 -2.037 2.784 0.58 -0.07 -0.34 0.1101
H 4.551 -2.409 2.121 -0.01 -0.18 -0.35 0.0613
C 3.029 5.128 0.748 0.14 0.68 -0.77 -0.2016
C 3.012 3.603 0.712 0.43 0.02 -0.19 -0.2170
C 1.827 3.163 -0.139 -0.14 1.25 0.31 -0.2270
S 1.868 4.308 -1.551 0.18 -1.54 1.34 0.7109
O 0.495 4.481 -1.987 0.60 0.63 -0.21 -0.3264
O 2.866 3.728 -2.432 -0.17 0.76 -0.34 -0.3293
C 2.675 5.707 -0.644 -1.06 -0.64 0.01 -0.1757
H 4.006 5.550 0.984 0.04 -0.31 0.37 0.1163
H 2.318 5.509 1.480 -0.08 -0.04 -0.05 0.1144
H 2.963 3.264 1.746 0.08 -0.40 -0.11 0.1074
H 3.934 3.263 0.235 0.02 -0.22 0.22 0.1210
H 0.897 3.413 0.378 -0.08 -0.27 -0.01 0.0871
H 1.840 2.144 -0.517 0.05 -0.03 -0.02 0.0866
H 1.960 6.512 -0.495 0.00 0.11 -0.51 0.0824
H 3.521 5.972 -1.270 0.03 0.11 0.08 0.0983
C -4.159 4.010 5.348 -0.31 -0.62 -0.52 -0.2055
C -3.605 2.918 6.244 1.62 0.31 1.34 -0.2323
C -3.124 1.768 5.401 -0.15 0.07 -1.19 -0.2179
S -2.276 2.566 4.010 -0.46 1.91 0.23 0.7279
O -2.638 1.885 2.770 0.15 0.26 0.50 -0.3482
O -0.879 2.853 4.270 -0.44 -0.76 0.03 -0.3097
C -3.117 4.207 4.252 -0.06 -0.28 -0.28 -0.1846
H -4.315 4.890 5.967 -0.10 0.22 -0.35 0.1232
H -5.084 3.723 4.842 -0.21 -0.03 0.44 0.1219
H -4.210 2.626 7.101 -0.38 -0.16 -0.34 0.1254
H -2.709 3.351 6.712 -0.08 0.04 0.09 0.1256
H -4.022 1.316 4.977 0.34 -0.50 -0.14 0.0948
H -2.369 1.057 5.730 -0.40 -0.10 0.66 0.1146
H -3.540 4.500 3.295 0.06 0.18 0.04 0.0820
H -2.377 4.928 4.590 0.36 -0.22 -0.35 0.1127
C -2.146 -2.245 -4.415 -0.41 -0.44 -0.78 -0.1188
C -2.683 -2.332 -2.985 0.46 0.75 0.21 -0.1335
O -2.617 -0.951 -2.573 -0.50 1.13 0.28 -0.2422
S -3.266 -0.083 -3.769 -0.68 -1.30 0.53 0.6207
O -2.936 1.297 -3.676 0.66 -0.68 -0.07 -0.2122
O -4.659 -0.427 -3.844 0.98 0.01 -0.36 -0.2262
O -2.391 -0.880 -4.868 -0.39 0.64 0.17 -0.2072
H -2.691 -2.883 -5.110 0.00 -0.11 0.15 0.1356
H -1.079 -2.482 -4.493 -0.24 0.54 0.12 0.1028
H -2.005 -2.833 -2.301 -0.11 -0.32 -0.15 0.1220
H -3.716 -2.659 -2.898 0.07 -0.24 -0.08 0.1301
C -2.861 4.505 -0.841 -0.52 -0.94 -1.22 -0.1530
C -2.479 3.793 0.453 -0.21 1.09 -0.44 -0.1704
O -1.319 4.533 0.875 0.12 0.67 0.35 -0.2101
S -1.650 6.108 0.587 0.54 -0.32 -0.07 0.6371
O -0.427 6.829 0.440 -0.57 -0.63 -0.09 -0.2193
O -2.616 6.593 1.529 0.21 -0.60 -0.53 -0.2268
O -2.312 5.827 -0.842 0.01 0.48 1.11 -0.1679
H -3.940 4.486 -1.000 -0.01 0.50 0.20 0.1367
H -2.434 4.008 -1.713 0.24 0.02 0.11 0.1290
H -2.267 2.756 0.228 0.36 -0.02 0.44 0.1124
H -3.243 3.915 1.217 -0.05 -0.32 -0.06 0.0994
C 1.770 0.516 2.638 -1.34 -1.02 0.31 -0.1460
C 1.047 0.645 3.986 0.89 0.10 -0.80 -0.1613
O 1.619 -0.420 4.753 0.51 -0.64 0.09 -0.1850
S 3.192 -0.500 4.459 -0.25 0.06 0.28 0.6219
O 3.623 -1.859 4.431 -0.44 0.76 -0.26 -0.2149
O 3.865 0.419 5.315 0.04 0.02 -0.26 -0.2238
O 3.105 0.144 2.983 0.50 -0.08 0.47 -0.2128
H 1.716 1.398 2.012 0.40 0.16 0.12 0.1120
H 1.300 -0.312 2.106 0.26 0.10 -0.22 0.1114
H -0.001 0.409 3.858 -0.10 0.38 0.26 0.1114
H 1.306 1.596 4.448 -0.57 0.02 0.23 0.1231
C 2.697 -3.490 -5.283 0.54 -0.76 0.14 -0.1263
C 3.372 -3.466 -3.887 -0.04 0.27 -0.85 -0.1495
O 2.646 -4.455 -3.172 -0.60 -0.30 0.91 -0.1883
S 1.104 -4.269 -3.485 0.08 0.54 -0.14 0.6212
O 0.606 -3.056 -2.900 0.36 -0.20 -0.41 -0.2437
O 0.379 -5.460 -3.188 0.74 0.34 -0.78 -0.2076
O 1.366 -4.009 -5.075 -0.73 -0.25 1.00 -0.1916
H 3.218 -4.197 -5.928 -0.14 -0.04 -0.03 0.1324
H 2.650 -2.540 -5.786 -0.14 0.45 0.05 0.1152
H 3.300 -2.476 -3.434 -0.05 -0.18 0.29 0.1282
H 4.397 -3.821 -3.912 0.04 0.17 -0.06 0.1368
C -4.758 -0.551 0.155 1.00 1.82 0.03 -0.2727
C -6.073 -0.048 -0.393 -0.54 -1.01 -0.11 -0.2301
O -7.171 -0.583 0.329 -0.19 0.16 0.35 -0.0653
O -4.692 -1.923 0.407 -0.36 -0.21 -0.40 -0.0543
H -4.545 0.083 1.031 -0.14 -0.58 0.49 0.1146
H -3.974 -0.191 -0.530 0.00 -0.44 -0.25 0.0963
H -6.216 -0.302 -1.451 0.28 0.20 -0.02 0.1131
H -6.095 1.033 -0.249 -0.04 -0.02 -0.23 0.1224
H -7.055 -1.540 0.366 0.07 0.03 -0.02 0.0791
H -4.000 -2.081 1.067 -0.01 0.09 0.06 0.0522
C -0.794 0.403 -0.129 0.26 0.54 0.53 -0.2128
C 0.054 -0.625 -0.837 0.19 -0.27 -0.59 -0.2251
O 1.423 -0.441 -0.502 0.13 0.36 0.22 -0.0721
O -0.972 -0.006 1.218 0.12 -0.73 0.46 -0.0680
H -1.758 0.571 -0.615 0.07 -0.24 -0.20 0.0997
H -0.238 1.350 -0.117 -0.10 0.02 -0.32 0.1026
H -0.021 -0.541 -1.925 -0.42 0.20 0.02 0.0951
H -0.270 -1.641 -0.585 -0.10 0.06 0.17 0.1133
H 1.936 -1.172 -0.871 -0.26 -0.13 0.27 0.0434
H -1.540 0.567 1.749 -0.08 0.27 -0.48 0.0356
C -5.364 -1.421 3.645 0.16 -2.41 0.27 -0.1894
C -3.870 -1.194 3.769 0.09 0.77 -1.16 -0.2014
O -3.184 -1.946 2.737 -0.35 -0.35 0.31 -0.0845
O -5.690 -2.651 4.344 -0.08 0.34 0.28 -0.0786
H -5.611 -1.674 2.613 0.03 0.98 -0.22 0.1015
H -6.024 -0.661 4.052 0.27 0.22 0.00 0.1268
H -3.467 -1.513 4.728 -0.29 0.29 0.25 0.1315
H -3.664 -0.147 3.529 0.16 -0.05 0.38 0.0707
H -2.390 -2.338 3.107 0.07 0.07 -0.08 0.0929
H -5.209 -3.352 3.891 -0.08 -0.04 0.00 0.0775